Molecular formula: C30H40N3O8P
Method: DFT, ωB97M-V/def2-TZVPD

```
! wB97M-V def2-TZVPD RIJCOSX def2/J DEFGRID3
* xyz 0 1
C -3.41871 -1.57752 0.55626
C -3.94695 -0.25566 1.02490
O -2.95034 0.78110 0.94655
C -2.25462 0.80718 2.06606
O -2.53902 0.27112 3.11882
C -0.98686 1.57391 1.93823
C -1.15995 2.60553 0.92411
C -2.34621 3.51785 0.67069
C -3.08930 3.93495 1.71829
N -4.08304 4.86613 1.55124
C -4.77018 5.45142 2.71372
C -5.29872 4.39560 3.68324
C -6.03078 4.98881 4.87070
C -7.28076 4.50251 5.23212
C -8.02948 5.14072 6.21723
C -7.49535 6.26382 6.88182
C -6.20979 6.68736 6.57998
C -5.45039 6.05551 5.59924
C -5.87242 6.28665 2.07466
O -6.70533 6.99265 2.63667
N -5.77856 6.10482 0.72586
C -6.62329 6.83891 -0.21128
C -4.57766 5.37402 0.27647
C -5.04139 4.25544 -0.69346
C -3.64401 6.37441 -0.41510
C -0.59438 2.38943 -0.54750
C 0.75164 2.14576 -0.68741
C 1.47632 2.16119 -1.90234
C 0.85590 2.36389 -3.10186
C -0.53533 2.55609 -3.06174
N -1.03324 3.25255 -4.22105
O -0.33497 3.23008 -5.26527
O -2.08578 3.91186 -4.20382
C -1.27046 2.49951 -1.82723
P 0.34415 0.21962 1.84274
O 0.05042 -0.55799 0.60274
O 1.76837 0.95629 1.88959
C 2.02708 1.93830 2.95070
C 3.50165 2.25817 2.96261
O 0.39730 -0.70776 3.17706
C 0.44561 -2.19020 3.04741
C 1.67124 -2.85683 3.69247
H -4.14751 -2.10413 -0.05229
H -2.51475 -1.51190 -0.03748
H -3.19022 -2.22675 1.39916
H -4.22507 -0.35811 2.08059
H -4.77621 0.10919 0.40389
H -0.84861 1.84148 3.04513
H -0.46694 3.27903 1.49086
H -2.48112 3.90671 -0.36215
H -2.96254 3.46592 2.72592
H -4.06156 6.12776 3.22724
H -5.98935 3.72839 3.13414
H -4.45025 3.78435 4.03197
H -7.66845 3.62877 4.68738
H -9.01751 4.77234 6.45345
H -8.10209 6.78486 7.61359
H -5.77612 7.54456 7.10900
H -4.43762 6.37490 5.36024
H -7.45560 7.32383 0.33216
H -6.03847 7.61120 -0.75285
H -7.02683 6.13552 -0.96256
H -5.86349 3.69202 -0.23859
H -5.37871 4.67905 -1.64808
H -4.24332 3.55197 -0.90635
H -3.61113 7.29835 0.16643
H -2.63760 5.97267 -0.48285
H -4.01198 6.60345 -1.42200
H 1.28610 1.91201 0.21479
H 2.55037 1.96745 -1.83383
H 1.42601 2.49761 -4.01821
H -2.36480 2.56333 -1.98792
H 1.74486 1.49124 3.92386
H 1.47107 2.88973 2.78022
H 3.65747 3.27427 3.35158
H 4.03490 1.57580 3.63948
H 3.98514 2.20638 1.97359
H -0.50184 -2.58560 3.44556
H 0.50334 -2.33074 1.96128
H 1.61064 -3.93531 3.42904
H 2.61988 -2.44611 3.26417
H 1.63595 -2.76974 4.80050
*
```

## Properties
SMILES string: CCOC(=O)[C@H]([C@H](/C=C/N1[C@H](Cc2ccccc2)C(=O)N(C)C1(C)C)c1cccc([N+](=O)[O-])c1)P(=O)(OCC)OCC
HOMO, eV: -7.8650
LUMO, hartree: -0.0221

Need the Mulliken charges? In units of e they are: number 1, C, carries -1.17; number 2, C, carries -0.48; number 3, O, carries 0.12; number 4, C, carries -1.06; number 5, O, carries -0.62; number 6, C, carries 1.75; number 7, C, carries 0.15; number 8, C, carries -0.78; number 9, C, carries -0.39; number 10, N, carries 0.58; number 11, C, carries 0.42; number 12, C, carries -0.62; number 13, C, carries 0.52; number 14, C, carries -0.42; number 15, C, carries -0.56; number 16, C, carries -0.48; number 17, C, carries -0.57; number 18, C, carries -0.33; number 19, C, carries 0.11; number 20, O, carries -0.72; number 21, N, carries 0.27; number 22, C, carries -0.95; number 23, C, carries 0.30; number 24, C, carries -1.06; number 25, C, carries -1.55; number 26, C, carries 0.41; number 27, C, carries -0.11; number 28, C, carries -1.08; number 29, C, carries -0.30; number 30, C, carries -0.67; number 31, N, carries 0.89; number 32, O, carries -0.61; number 33, O, carries -0.57; number 34, C, carries 0.02; number 35, P, carries 0.95; number 36, O, carries -0.82; number 37, O, carries -0.59; number 38, C, carries 0.22; number 39, C, carries -1.42; number 40, O, carries -0.35; number 41, C, carries -0.28; number 42, C, carries -1.17; number 43, H, carries 0.37; number 44, H, carries 0.24; number 45, H, carries 0.32; number 46, H, carries 0.37; number 47, H, carries 0.39; number 48, H, carries 0.39; number 49, H, carries 0.43; number 50, H, carries 0.17; number 51, H, carries 0.33; number 52, H, carries 0.06; number 53, H, carries 0.29; number 54, H, carries 0.35; number 55, H, carries 0.32; number 56, H, carries 0.39; number 57, H, carries 0.38; number 58, H, carries 0.34; number 59, H, carries 0.35; number 60, H, carries 0.36; number 61, H, carries 0.30; number 62, H, carries 0.29; number 63, H, carries 0.36; number 64, H, carries 0.50; number 65, H, carries -0.02; number 66, H, carries 0.46; number 67, H, carries 0.16; number 68, H, carries 0.47; number 69, H, carries 0.37; number 70, H, carries 0.40; number 71, H, carries 0.45; number 72, H, carries 0.22; number 73, H, carries 0.45; number 74, H, carries 0.08; number 75, H, carries 0.38; number 76, H, carries 0.33; number 77, H, carries 0.31; number 78, H, carries 0.34; number 79, H, carries 0.37; number 80, H, carries 0.36; number 81, H, carries 0.29; number 82, H, carries 0.30